## one
CH4O3S | ωB97M-V with the def2-TZVPD basis set

Atoms and positions in Å:
C -0.00375 0.67047 0.59015
O 0.52789 0.34959 -1.93706
O -1.73229 -1.80607 -1.68373
O -1.11254 -1.16261 -0.58240
S -0.68678 0.41474 -1.05723
H -0.16503 -0.22782 1.09309
H -0.45181 1.56925 0.88165
H 1.06980 0.78497 0.52513
H -0.98560 -2.40741 -2.15620

Summary:
- lowest unoccupied orbital energy (eV) = 0.7
- spin multiplicity = 1
- total charge = 0

Mulliken population analysis, charges in e, atoms 1 to 5: -0.703, -0.570, -0.390, -0.204, 0.650

## two
CH4O3S | ωB97M-V with the def2-TZVPD basis set

Atoms and positions in Å:
C 0.30046 -0.25256 -0.42527
O 0.93298 0.73363 0.41079
O 0.51787 -1.54803 -0.05521
O -1.07900 -0.11435 -0.45487
S -1.76916 1.39879 -0.46968
H 0.69673 -0.27097 -1.44792
H 1.59890 0.37129 1.01033
H 0.03068 -1.77893 0.69560
H -1.22945 1.46113 0.73623

Summary:
- structure (SMILES) = OC(O)OS
- lowest unoccupied orbital energy (eV) = 0.5
- spin multiplicity = 1
- total charge = 0

Mulliken population analysis, charges in e, atoms 1 to 5: 0.459, -0.513, -0.486, -0.339, -0.068

The data favor two; the next most stable structure lies 248.7 kJ/mol above it.

## one
C52H54BaN8OP2S | ωB97M-V with the def2-TZVPD basis set

Atoms and positions in Å:
Ba 23.32445 12.55982 12.25818
C 10.66102 7.61299 7.61279
O 11.91774 7.41462 7.00224
C 13.03879 7.96884 7.54291
C 14.31598 7.66209 7.02850
C 15.46564 8.13206 7.56795
C 15.46093 8.96463 8.69138
C 14.19859 9.36022 9.15628
C 13.02678 8.86231 8.61294
C 16.70106 9.46736 9.33264
N 16.69468 10.27776 10.36129
C 17.97818 10.39228 10.78620
C 18.78940 9.59838 9.98819
N 17.94637 9.00304 9.07483
C 20.17600 9.41457 10.14947
C 20.97233 8.64357 9.32832
C 22.34843 8.55900 9.57217
C 22.86580 9.31325 10.61843
N 22.11799 10.07984 11.42493
C 20.78711 10.12279 11.28088
C 19.95946 10.94688 12.10643
N 20.52455 11.65670 13.25542
C 19.82750 12.76851 13.73272
C 18.56797 13.07002 13.36742
C 17.85321 12.21405 12.46301
C 18.57714 11.19760 11.87058
H 9.98841 6.88679 7.18712
H 10.28875 8.62483 7.44583
H 10.70143 7.43423 8.68882
H 14.34515 7.00299 6.16678
H 16.39645 7.79578 7.10281
H 14.21503 9.99612 10.03487
H 12.10494 9.10110 9.08977
H 18.31095 8.38189 8.38623
H 20.54369 8.14017 8.46757
H 23.04056 7.96902 8.92415
H 23.92722 9.34374 10.78476
H 20.39381 13.40580 14.37520
H 18.03866 13.94427 13.68056
H 16.87457 12.50588 12.15984
C 26.41782 12.10998 15.62366
P 26.00228 13.38694 14.37586
C 25.69288 14.87604 15.45108
N 26.73670 15.27059 16.19819
C 26.59474 16.37971 16.94644
C 27.62119 16.74572 17.82417
C 27.50830 17.91903 18.54884
C 26.42411 18.75977 18.42265
C 25.39729 18.36980 17.55128
C 25.43866 17.19203 16.83475
N 24.38117 16.80170 16.04119
C 24.52768 15.62742 15.40392
P 23.06031 15.05922 14.50301
C 21.90787 14.86561 15.89594
C 22.44566 16.54074 13.53931
C 21.68936 17.61182 14.36191
C 23.67017 17.16590 12.80091
C 21.41134 15.90187 12.55129
C 27.65638 13.75806 13.54638
C 28.93026 13.56506 14.35839
C 27.62112 12.78033 12.35263
C 27.62822 15.23261 13.04497
H 27.05730 12.53435 16.40420
H 26.91506 11.22196 15.18306
H 25.50377 11.79167 16.09842
H 28.47362 16.08916 17.89536
H 28.32818 18.23558 19.17093
H 26.39131 19.71408 18.93935
H 24.50193 19.01244 17.44085
H 22.02021 15.57610 16.71339
H 22.01248 13.85597 16.32298
H 20.89734 14.93901 15.50697
H 22.35342 18.18964 15.02804
H 20.92824 17.12341 14.97602
H 21.20868 18.26432 13.63653
H 24.24278 17.74798 13.47570
H 23.30048 17.85858 12.01052
H 24.29048 16.43938 12.29788
H 20.58901 15.38328 13.03994
H 21.90800 15.20541 11.84832
H 20.95575 16.59724 11.88379
H 28.97353 12.57066 14.81120
H 29.05288 14.32917 15.09747
H 29.79315 13.66409 13.66728
H 27.64655 11.72752 12.68141
H 28.45597 12.92093 11.67260
H 26.72041 12.98849 11.77668
H 27.83298 15.83680 13.91427
H 26.65183 15.57471 12.63993
H 28.41206 15.34527 12.30671
N 24.96027 11.75018 9.89734
C 25.32528 12.79349 8.99705
C 26.66189 13.04987 8.76249
C 27.06930 14.11281 7.98549
C 26.14121 14.96181 7.41017
C 24.78620 14.69568 7.62503
C 24.35344 13.62798 8.39912
C 22.89912 13.40928 8.61875
C 22.13976 13.06736 7.49035
C 20.77455 12.99203 7.61819
C 20.15280 13.24018 8.82994
C 20.93763 13.47581 9.93854
C 22.33800 13.61592 9.87994
H 25.71892 11.13691 10.22320
H 24.20803 11.15222 9.52683
H 27.38298 12.36152 9.19812
H 28.12931 14.32668 7.87272
H 26.45597 15.82876 6.81290
H 23.98780 15.33454 7.27373
H 22.61763 12.87855 6.51712
H 20.17949 12.75576 6.75854
H 19.07384 13.19886 8.89484
H 20.37207 13.67028 10.84564
C 21.66150 11.19288 14.07033
H 21.39047 11.36081 15.11050
H 21.78934 10.13281 13.88329
S 26.26747 8.92536 11.33707
C 27.63880 9.13860 12.28377
N 28.63112 9.30220 12.86576

Summary:
- lowest unoccupied orbital energy (alpha / beta) (eV) = 2.9 / 2.9
- spin multiplicity = 1
- total charge = -2

Mulliken population analysis, charges in e, atoms 1 to 5: 1.715, -0.824, -0.490, 0.853, -0.569

## two
C52H54BaN8OP2S | ωB97M-V with the def2-TZVPD basis set

Atoms and positions in Å:
Ba -0.75746 1.13425 1.93803
C 5.01092 3.58340 -11.61886
O 4.09027 2.71837 -11.03909
C 3.77341 2.81800 -9.71153
C 2.87037 1.84195 -9.21873
C 2.54743 1.87744 -7.90927
C 3.03462 2.84178 -6.99874
C 4.00763 3.69276 -7.48328
C 4.31278 3.78272 -8.85153
C 2.70919 2.64046 -5.60281
N 2.43955 1.49758 -5.05125
C 2.18120 1.76453 -3.70419
C 2.24435 3.08009 -3.45342
N 2.58084 3.67752 -4.64006
C 1.73263 3.57943 -2.19066
C 1.72747 4.92275 -1.84085
C 1.08915 5.36019 -0.69254
C 0.60769 4.40587 0.20886
N 0.73198 3.09171 -0.03453
C 1.22332 2.64185 -1.18227
C 1.36479 1.20751 -1.44077
N 0.95016 0.34137 -0.49489
C 1.11569 -0.95076 -0.75036
C 1.62236 -1.45432 -1.93896
C 1.96470 -0.56830 -2.92545
C 1.83410 0.79154 -2.69257
H 5.16073 3.22460 -12.63855
H 5.92417 3.53594 -11.01132
H 4.65388 4.60357 -11.56519
H 2.49031 1.06578 -9.90279
H 1.88669 1.07522 -7.59098
H 4.58002 4.27057 -6.76841
H 5.05744 4.53897 -9.15364
H 2.71207 4.65612 -4.87484
H 2.06784 5.64990 -2.59598
H 0.98781 6.41926 -0.53057
H 0.18762 4.68484 1.14341
H 0.78378 -1.68336 -0.01802
H 1.75106 -2.51550 -2.10828
H 2.48834 -0.79144 -3.80821
C -4.33043 -1.16618 -0.25483
P -2.97514 -2.08795 0.50070
C -3.99707 -2.85243 1.82043
N -4.95348 -3.66080 1.34425
C -5.85013 -4.14513 2.23623
C -6.78792 -5.11016 1.91859
C -7.75089 -5.51688 2.86859
C -7.72143 -5.11638 4.21745
C -6.67060 -4.27178 4.52768
C -5.71422 -3.84045 3.62340
N -4.73309 -2.99931 4.11732
C -3.86621 -2.50530 3.16128
P -2.60951 -1.25098 3.68541
C -3.27835 -0.81396 5.36967
C -1.10465 -2.20769 4.13356
C -0.24140 -1.35716 5.17440
C -1.48533 -3.55269 4.77275
C -0.27425 -2.53645 2.86860
C -2.52104 -3.45001 -0.75043
C -3.65614 -4.28066 -1.34526
C -1.55980 -4.36938 0.01493
C -1.72928 -2.70372 -1.85171
H -5.18257 -1.86645 -0.25576
H -3.94219 -1.00178 -1.23276
H -4.56749 -0.18252 0.24175
H -6.88797 -5.51798 0.91692
H -8.58953 -6.10472 2.58798
H -8.46607 -5.33561 4.97469
H -6.68027 -3.88704 5.53737
H -3.30056 -1.62307 6.11471
H -4.29030 -0.42178 5.22933
H -2.63735 0.01926 5.75883
H -0.67413 -1.35350 6.19112
H 0.08264 -0.37231 4.88361
H 0.64447 -1.94879 5.36994
H -2.06135 -3.34332 5.68840
H -0.53366 -4.03188 5.06676
H -2.08680 -4.19119 4.08232
H -0.02510 -1.73313 2.17755
H -0.78398 -3.30777 2.28842
H 0.61955 -3.03233 3.17407
H -4.38267 -4.63508 -0.62143
H -3.22584 -5.17439 -1.77237
H -4.20397 -3.65773 -2.08244
H -2.04121 -4.72293 0.96634
H -0.65969 -3.76913 0.28264
H -1.27461 -5.29199 -0.53291
H -2.42016 -2.15721 -2.52397
H -1.21021 -3.30454 -2.61345
H -0.97082 -2.03093 -1.40566
N 3.12240 2.00326 1.40930
C 3.76646 1.60388 2.55869
C 4.84093 0.74038 2.55848
C 5.51178 0.39236 3.69525
C 5.04644 0.90726 4.93102
C 4.03744 1.84427 4.90533
C 3.35227 2.18281 3.75851
C 2.26043 3.14159 3.80128
C 2.52669 4.43443 4.35238
C 1.45015 5.34439 4.50928
C 0.12255 5.08777 4.16293
C 0.01445 3.79305 3.64015
C 0.95280 2.75463 3.45297
H 3.26999 1.38278 0.58552
H 2.24911 2.49647 1.43995
H 5.16964 0.32926 1.60898
H 6.24420 -0.41371 3.71561
H 5.59030 0.61144 5.84137
H 3.80454 2.39001 5.82444
H 3.62707 4.61740 4.60849
H 1.62778 6.37164 4.81789
H -0.71060 5.83174 4.26102
H -2.73436 1.02603 -0.22597
C -2.56303 2.04264 0.17539
H -2.47260 2.56814 -0.78648
H -3.47077 2.40237 0.70394
S 4.43908 -3.63558 -0.58799
C 2.93058 -3.72369 0.03335
N 1.81557 -3.80594 0.34700

Summary:
- lowest unoccupied orbital energy (alpha / beta) (eV) = 2.7 / 2.7
- spin multiplicity = 1
- total charge = -2

Mulliken population analysis, charges in e, atoms 1 to 5: 1.243, -0.791, -0.430, 1.009, -0.615

The data favor one; the next most stable structure lies 323.0 kJ/mol above it.

## one
H2N2O3 | ωB97M-V with the def2-TZVPD basis set

Atoms and positions in Å:
N -0.19566 -0.61795 0.32541
N -0.49852 0.72129 -0.25554
O -1.62230 1.07693 -0.09509
O 0.44545 1.23916 -0.77529
O 1.11699 -1.02266 0.14803
H -0.78622 -1.16217 0.92285
H 1.54026 -0.23460 -0.27037

Summary:
- structure (SMILES) = O=[N+]([O-])NO
- lowest unoccupied orbital energy (eV) = 0.4
- spin multiplicity = 1
- total charge = 0

Mulliken population analysis, charges in e, atoms 1 to 5: -0.200, 1.219, -0.594, -0.677, -0.394

## two
H2N2O3 | ωB97M-V with the def2-TZVPD basis set

Atoms and positions in Å:
N -1.46103 -0.56679 -0.78375
N 1.03735 0.45308 0.36712
O 0.33445 0.21368 1.30643
O 2.15413 0.92989 0.44655
O 0.74129 0.21132 -0.84873
H -1.12060 -1.40462 -0.34484
H -1.68559 0.16344 -0.14278

Summary:
- lowest unoccupied orbital energy (alpha / beta) (eV) = -1.4 / -3.6
- spin multiplicity = 1
- total charge = 0

Mulliken population analysis, charges in e, atoms 1 to 5: -0.426, 1.178, -0.519, -0.503, -0.320

## three
H2N2O3 | ωB97M-V with the def2-TZVPD basis set

Atoms and positions in Å:
N 1.88746 0.24979 0.32121
N 1.22832 -0.56815 -0.14726
O 1.87637 1.24931 0.95741
O 1.23054 -1.51092 -0.89198
O -1.93633 0.03132 -0.33470
H -1.72667 0.93263 -0.18560
H -2.55970 -0.38398 0.28091

Summary:
- structure (SMILES) = O=NN=O.O
- lowest unoccupied orbital energy (eV) = -1.1
- spin multiplicity = 1
- total charge = 0

Mulliken population analysis, charges in e, atoms 1 to 5: 0.443, 0.548, -0.510, -0.483, -0.638

The data favor one; the next most stable structure lies 26.9 kJ/mol above it.

## one
C4H10N3O2 | ωB97M-V with the def2-TZVPD basis set

Atoms and positions in Å:
C 1.56313 -0.48793 -0.91336
C 2.75395 -1.42182 -0.62833
C -0.79816 0.32526 1.86531
C -0.31057 0.41289 0.45812
N -3.56543 1.63415 -1.29526
N 0.93400 -0.08587 0.33139
N -0.92241 0.86289 -0.64816
O 1.13499 -0.17330 -1.96109
O -3.61483 2.44740 -2.16142
H 2.98578 -2.19231 -1.33211
H 2.54146 -2.04225 0.32782
H 3.52532 -0.70915 -0.48479
H -1.72643 0.92644 2.08125
H -1.18526 -0.68703 2.12329
H 0.00776 0.29077 2.52164
H 1.39240 -0.53371 1.21995
H -1.81852 1.31952 -0.92941
H -4.50818 1.30328 -0.96731
H -0.18048 0.85545 -1.39459

Summary:
- lowest unoccupied orbital energy (eV) = -4.2
- spin multiplicity = 1
- total charge = +1

Mulliken population analysis, charges in e, atoms 1 to 5: 0.730, -1.097, -1.259, 0.737, -0.126

## two
C4H10N3O2 | ωB97M-V with the def2-TZVPD basis set

Atoms and positions in Å:
C 2.32932 2.29455 1.09864
C -2.11959 -0.84781 -0.46460
C -0.95015 -1.29191 -1.29044
C 0.31300 -0.87503 -0.69398
N 2.91628 3.42837 1.49077
N 1.84369 1.37445 0.61534
N 0.88985 -1.60771 0.21161
O 1.87112 -1.15730 0.99568
O 0.65688 -2.86716 0.57811
H -2.97866 -1.13706 -0.93677
H -2.10661 0.18798 -0.28880
H -2.06794 -1.32791 0.43056
H -0.80808 -2.37321 -1.30152
H -1.08210 -1.02821 -2.33182
H 0.69679 0.06064 -0.69060
H 3.82163 3.32790 1.95325
H 2.20743 3.95896 1.99827
H 0.64964 -2.91110 1.56668
H 2.25403 -0.21938 0.86514

Summary:
- lowest unoccupied orbital energy (eV) = -3.8
- spin multiplicity = 1
- total charge = +1

Mulliken population analysis, charges in e, atoms 1 to 5: 0.267, -1.254, -0.474, -0.111, -0.457

## three
C4H10N3O2 | ωB97M-V with the def2-TZVPD basis set

Atoms and positions in Å:
C -2.15555 0.04652 -0.24760
C 0.39445 -0.69323 0.37602
C 1.31312 -1.59393 -0.35678
C 1.05185 1.73738 0.10109
N -1.52085 -1.09481 -0.36804
N -1.20856 1.04671 0.06729
N 0.11379 0.62809 -0.17739
O -3.28846 0.36412 -0.50519
O 0.32773 -0.97586 1.67020
H 2.03939 -1.12272 -1.14988
H 0.77822 -2.32113 -1.02948
H 1.86570 -2.20112 0.42522
H 2.12080 1.58764 0.18718
H 0.97318 2.45110 -0.67592
H 0.72660 2.16209 1.11493
H -1.89722 -2.02155 -0.24249
H -1.48450 2.06457 -0.20534
H 0.08428 0.42772 -1.26505
H -0.23397 -0.49158 2.28122

Summary:
- lowest unoccupied orbital energy (eV) = -4.4
- spin multiplicity = 1
- total charge = +1

Mulliken population analysis, charges in e, atoms 1 to 5: 0.328, 0.842, -1.117, -0.895, -0.431

The data favor one; the next most stable structure lies 99.1 kJ/mol above it.